--- w ---
DFT (ωB97M-V with the def2-TZVPD basis set) results for one molecule with the formula C4H5FOS.

Structure (XYZ):
```
12
C4H5FOS ωB97M-V with the def2-TZVPD basis set
C 0.67 -0.15 -1.31
C 0.35 1.44 -1.03
O 0.20 2.45 -1.71
S -0.09 1.67 0.65
C -0.12 0.01 1.39
C -1.19 -0.83 1.48
F -2.21 -0.81 0.84
H 1.09 -0.38 -2.29
H 1.53 -0.59 -0.71
H -0.39 -0.67 -1.15
H 0.95 -0.27 1.98
H -0.77 -1.87 1.86
```

Output
LUMO energy: 0.590 eV
SMILES: CC(=O)S/C=C\F
E_HOMO: -9.5 eV


--- x ---
DFT (ωB97M-V with the def2-TZVPD basis set) results for one molecule with the formula C4H5FOS.

Structure (XYZ):
```
12
C4H5FOS ωB97M-V with the def2-TZVPD basis set
C 1.11 -1.61 -0.93
O 0.42 -0.38 -0.68
C -0.07 -0.24 0.55
C -0.76 0.86 0.93
F -1.20 0.91 2.19
C -1.03 1.98 0.07
S -1.85 3.33 0.48
H 0.48 -2.43 -0.77
H 1.99 -1.69 -0.26
H 1.42 -1.52 -1.94
H 0.10 -1.04 1.28
H -0.60 1.85 -0.93
```

Output
LUMO energy: -0.651 eV
SMILES: CO/C=C(/F)C=S
E_HOMO: -8.6 eV


From most stable to least stable, the computed energies give x, w.


--- w ---
DFT (ωB97M-V with the def2-TZVPD basis set) results for a 2-piece molecular cluster, C3H4ClN overall.

Structure (XYZ):
```
9
C3H4ClN ωB97M-V with the def2-TZVPD basis set
C 0.79 0.85 0.61
C 1.27 -0.48 0.61
C -1.41 -0.26 -0.85
N 0.23 1.91 0.60
Cl -1.72 1.32 -0.54
H 1.86 -0.79 -0.26
H 1.06 -1.17 1.51
H -1.34 -0.92 0.05
H -0.74 -0.46 -1.72
```

Output
LUMO energy (spin up / spin down): -0.353 / -1.179 eV
E_HOMO (spin up / spin down): -9.0 / -8.4 eV


--- x ---
DFT (ωB97M-V with the def2-TZVPD basis set) results for one molecule with the formula C3H4ClN.

Structure (XYZ):
```
9
C3H4ClN ωB97M-V with the def2-TZVPD basis set
C -1.81 0.43 1.08
C -0.64 0.25 0.79
C 0.73 0.23 0.38
N 1.01 -0.41 -1.30
Cl 0.77 -2.13 -1.60
H -2.81 0.49 1.40
H 1.44 -0.41 0.95
H 0.91 1.33 0.12
H 0.40 0.22 -1.83
```

Output
LUMO energy: 0.324 eV
SMILES: C#CCNCl
E_HOMO: -9.2 eV


From most stable to least stable, the computed energies give x, w.